Entry 1:
DFT (ωB97M-V with the def2-TZVPD basis set) results for the ion C25H53FN2O6P3S2 with charge +1.

The geometry in XYZ format:
```
92
Properties=species:S:1:pos:R:3:forces:R:3:lowdin_charge:R:1
C 5.508 4.221 -2.803 -0.64 0.40 0.27 -0.068
C 3.919 4.281 -2.945 1.49 1.76 0.12 -0.270
O 3.312 2.976 -3.117 -0.92 -0.99 2.60 -0.222
P 2.585 2.531 -1.686 -1.52 1.81 0.53 0.668
O 1.527 3.521 -1.196 2.35 -2.01 -0.86 -0.302
C 1.686 0.879 -1.846 0.87 0.22 -0.25 -0.151
C 1.058 0.605 -0.425 0.37 1.14 -0.09 -0.125
N 0.552 -0.777 -0.237 1.65 0.09 0.84 0.052
C 1.266 -1.892 -0.246 -2.38 -0.70 -0.09 -0.015
C 2.802 -2.079 -0.479 0.69 -0.65 1.11 -0.269
C 3.723 -1.034 0.252 -0.03 0.79 -1.44 -0.015
F 3.061 -2.162 -1.863 -0.48 0.57 1.10 -0.004
C 0.225 -3.058 0.041 0.88 0.85 -2.45 -0.459
P 0.367 -3.688 1.843 -0.47 -1.25 1.14 0.976
C -0.689 -2.667 3.016 0.80 0.75 0.43 -0.271
C 2.142 -3.406 2.482 0.09 0.81 0.69 -0.412
C 2.137 -3.960 3.982 -0.80 -0.28 -0.83 -0.154
P 0.549 -4.669 -0.927 1.39 -2.77 -0.47 0.341
O -0.858 -5.624 -0.973 1.22 2.36 -0.28 -0.236
O 1.009 -4.366 -2.516 -1.60 0.26 1.73 -0.238
S 1.943 -5.774 -0.124 -0.31 0.65 -0.27 0.326
C -1.134 -2.406 -0.443 -1.66 -1.33 1.08 -0.393
N -2.253 -3.056 0.316 0.18 0.73 0.26 0.080
C -1.609 -2.581 -1.945 1.35 1.26 -0.79 -0.171
C -0.783 -1.778 -3.031 -1.30 0.11 -1.42 -0.237
C -1.831 -1.270 -4.136 0.06 0.73 0.68 -0.530
S -2.790 -2.712 -4.795 -0.04 0.17 -0.22 0.692
C -0.909 -0.906 -0.039 -1.86 0.61 -2.59 -0.236
O -1.503 -0.370 1.119 1.19 -0.83 -0.62 -0.086
C -2.818 0.154 0.860 -1.65 0.61 0.37 -0.183
C -2.907 1.732 0.911 -0.25 -0.64 0.20 -0.305
C -2.237 2.188 2.266 0.67 -0.52 -0.82 -0.057
C -4.452 2.096 0.787 0.30 0.40 -0.71 -0.158
C -4.854 3.457 1.484 -1.19 -0.54 0.21 -0.394
C -6.049 4.161 0.729 0.43 0.72 0.30 -0.104
C -5.322 3.148 2.984 0.36 0.30 -0.24 -0.079
O 3.808 2.270 -0.550 -1.97 0.66 -1.61 -0.262
C 3.562 3.023 0.669 1.15 0.18 1.89 -0.281
C 4.681 2.619 1.711 -0.49 -0.58 -0.45 -0.066
H 5.785 4.712 -1.826 -0.16 -0.54 -0.99 0.075
H 5.887 3.169 -2.772 -0.34 0.94 -0.26 0.080
H 5.974 4.828 -3.625 -0.29 -0.87 0.75 0.078
H 3.640 4.935 -3.816 0.11 -1.01 0.73 0.130
H 3.541 4.829 -2.033 -0.04 -0.84 -0.92 0.104
H 2.419 0.107 -2.198 -0.82 0.43 0.41 0.093
H 0.875 1.003 -2.607 0.80 -0.01 0.56 0.103
H 0.188 1.307 -0.298 0.88 -0.81 -0.02 0.137
H 1.789 0.849 0.386 -0.62 -0.34 -0.70 0.109
H 3.081 -3.095 -0.078 -0.76 0.90 -0.45 0.105
H 4.717 -1.476 0.524 -1.16 0.24 -0.06 0.110
H 3.944 -0.218 -0.502 -0.18 -0.78 0.91 0.080
H 3.225 -0.518 1.113 0.53 -0.81 -0.59 0.079
H -0.271 -1.625 3.053 -0.84 -0.70 0.13 0.046
H -1.783 -2.709 2.806 1.14 0.12 -0.22 0.038
H -0.544 -3.115 4.043 0.06 0.28 -1.16 0.047
H 2.426 -2.309 2.466 -0.19 -1.15 0.12 0.068
H 2.901 -3.987 1.904 -0.91 0.43 0.25 0.039
H 1.553 -3.279 4.652 0.85 -0.52 -0.45 0.062
H 1.565 -4.933 3.948 0.72 0.82 0.22 0.075
H 3.170 -4.165 4.358 -0.94 0.39 -0.32 0.082
H -0.746 -6.299 -1.666 -0.01 0.06 0.30 0.079
H 1.058 -5.219 -2.983 0.26 0.25 0.16 0.082
H -3.084 -2.460 0.247 0.36 -0.21 0.13 0.083
H -2.524 -3.931 -0.139 0.35 0.20 0.09 0.086
H -1.669 -3.645 -2.288 0.08 0.86 0.75 0.090
H -2.667 -2.184 -1.984 1.12 -0.40 0.24 0.115
H -0.283 -0.849 -2.658 -0.40 -0.88 -0.17 0.076
H -0.030 -2.383 -3.595 -0.47 0.34 0.91 0.103
H -2.571 -0.595 -3.622 0.76 -0.49 -0.57 0.075
H -1.291 -0.690 -4.938 -0.71 -0.74 0.72 0.082
H -4.038 -2.222 -5.107 1.01 0.18 0.34 -0.124
H -1.315 -0.234 -0.859 0.44 -0.95 0.42 0.167
H -3.493 -0.233 1.682 0.89 0.30 -0.73 0.144
H -3.281 -0.241 -0.098 0.77 0.38 0.80 0.137
H -2.379 2.138 -0.006 -0.37 -0.16 1.12 0.141
H -2.383 3.265 2.519 -0.12 -1.02 -0.16 0.077
H -2.592 1.489 3.070 0.27 0.94 -0.48 0.096
H -1.123 2.038 2.154 -1.10 0.11 0.28 0.076
H -5.100 1.267 1.190 0.65 0.76 -0.25 0.114
H -4.689 2.152 -0.319 0.22 -0.02 1.11 0.119
H -3.995 4.173 1.495 -0.66 -0.67 -0.10 0.121
H -6.289 5.121 1.276 0.20 -1.01 -0.53 0.085
H -5.761 4.475 -0.314 -0.36 -0.55 0.91 0.080
H -6.987 3.550 0.732 0.89 0.34 -0.15 0.084
H -5.308 2.042 3.182 -0.01 1.06 -0.07 0.072
H -4.629 3.652 3.704 -0.67 -0.51 -0.44 0.074
H -6.365 3.526 3.177 1.06 -0.36 -0.23 0.079
H 2.567 2.758 1.107 0.73 0.44 -0.54 0.106
H 3.632 4.126 0.500 -0.31 -0.98 -0.13 0.123
H 4.543 1.534 1.989 0.19 1.05 -0.23 0.066
H 4.578 3.224 2.649 0.12 -0.44 -0.93 0.088
H 5.709 2.721 1.276 -0.97 0.10 0.41 0.086
```
Forces are in eV/Å.

Its frontier orbital gap is 6.532 eV. The highest occupied orbital energy is -0.3948 Eh. The calculation puts the total energy at -3465.39726 Ha. As for the charge: +1.

Entry 2:
DFT (ωB97M-V with the def2-TZVPD basis set) results for a structure of composition C25H54F3N4O4P2RuS2Si2Te.

The geometry in XYZ format:
```
98
Properties=species:S:1:pos:R:3:forces:R:3:lowdin_charge:R:1
Ru 0.509 -0.486 -0.997 1.22 -1.95 1.73 1.002
C -3.746 0.483 1.794 0.06 0.33 -0.19 -0.091
N -3.188 -0.830 2.064 0.81 -0.16 0.30 -0.288
C -4.115 -1.703 2.760 -0.10 -0.25 0.06 -0.114
P -1.539 -0.877 2.251 -0.53 -0.33 0.63 0.531
O -0.846 -0.100 1.207 0.40 0.12 -0.14 -0.383
O -1.228 -2.473 2.189 0.13 0.17 -0.22 -0.259
P -0.212 -3.234 1.150 -1.24 -0.91 0.54 0.511
O 0.824 -2.314 0.662 0.69 0.73 -0.53 -0.374
N 0.464 -4.473 2.007 -0.31 0.70 -0.60 -0.298
C -0.320 -5.550 2.568 -0.17 -0.13 -0.02 -0.084
C 1.821 -4.392 2.511 0.30 0.15 -0.04 -0.083
N -1.247 -3.767 -0.032 0.58 0.03 1.10 -0.289
C -0.653 -4.680 -0.992 0.15 -0.10 -0.20 -0.113
C -2.673 -3.945 0.140 -0.28 0.16 0.05 -0.083
N -1.078 -0.386 3.787 -0.24 -0.26 -0.97 -0.283
C -1.450 -1.249 4.892 -0.20 -0.04 0.13 -0.096
C 0.243 0.195 3.954 0.17 0.19 -0.17 -0.095
H -3.900 1.065 2.708 -0.03 -0.01 0.05 0.095
H -4.704 0.363 1.287 0.04 0.01 -0.03 0.101
H -3.066 1.019 1.136 -0.12 0.12 -0.06 0.055
H -4.504 -1.242 3.676 0.06 -0.05 -0.04 0.092
H -3.633 -2.647 3.007 -0.09 -0.01 0.03 0.077
H -4.965 -1.904 2.100 0.05 -0.03 0.07 0.097
H -1.315 -5.547 2.132 -0.13 -0.11 0.00 0.072
H -0.413 -5.457 3.656 -0.02 0.06 -0.04 0.093
H 0.161 -6.506 2.350 -0.08 0.01 -0.01 0.095
H 2.345 -3.594 1.992 0.11 -0.01 0.06 0.076
H 2.334 -5.336 2.319 0.01 0.00 -0.01 0.093
H 1.844 -4.203 3.588 -0.05 0.02 0.01 0.089
H 0.425 -4.536 -0.994 0.03 -0.16 -0.16 0.041
H -1.043 -4.464 -1.987 0.05 0.04 -0.03 0.092
H -0.877 -5.722 -0.748 0.00 -0.04 0.06 0.093
H -3.044 -3.210 0.847 -0.15 -0.06 -0.07 0.052
H -2.924 -4.954 0.488 0.00 0.03 -0.03 0.089
H -3.161 -3.776 -0.821 -0.01 0.00 0.03 0.097
H -2.482 -1.560 4.775 -0.12 -0.09 0.16 0.064
H -1.353 -0.688 5.821 -0.08 -0.03 0.03 0.095
H -0.820 -2.140 4.952 0.06 -0.05 0.01 0.089
H 0.424 0.893 3.142 0.15 0.04 0.00 0.056
H 1.032 -0.564 3.966 0.06 -0.02 0.01 0.094
H 0.275 0.744 4.896 -0.03 -0.03 -0.01 0.096
C -1.747 5.039 2.680 0.15 -0.16 -0.76 -0.174
Si -1.385 4.539 0.873 -0.12 0.37 0.50 0.484
C -3.014 4.243 -0.071 0.69 -0.02 0.27 -0.184
C -0.353 5.904 0.024 -0.38 -0.62 0.30 -0.173
C -0.401 2.886 1.011 -0.34 0.32 -0.30 -0.507
Te -0.387 1.995 -0.919 0.55 1.28 0.30 1.538
C 1.295 3.154 -1.544 0.02 -0.47 -0.76 -0.488
Si 1.295 3.049 -3.455 0.29 0.53 -0.04 0.472
C -0.295 3.975 -3.956 0.60 -0.35 0.10 -0.178
C 2.895 3.872 -4.089 -0.74 -0.30 0.18 -0.167
C 1.189 1.225 -3.993 -0.04 0.56 0.41 -0.225
H -2.289 5.978 2.706 -0.14 0.22 0.00 0.029
H -0.835 5.174 3.251 0.23 0.02 0.05 0.029
H -2.349 4.296 3.194 -0.12 -0.18 0.01 0.023
H -3.485 5.183 -0.341 -0.01 0.23 -0.02 0.034
H -3.731 3.688 0.527 -0.07 -0.15 0.16 0.024
H -2.842 3.682 -0.989 -0.06 0.04 -0.08 -0.010
H -0.782 6.877 0.242 -0.16 0.15 0.06 0.034
H -0.335 5.796 -1.058 -0.01 -0.04 -0.16 0.013
H 0.671 5.916 0.387 0.15 -0.04 0.06 0.034
H -0.924 2.208 1.679 -0.04 -0.06 0.04 -0.019
H 0.624 3.013 1.352 0.11 0.00 0.01 0.028
H 2.196 2.757 -1.080 -0.06 -0.11 0.05 0.008
H 1.163 4.178 -1.215 -0.24 0.14 0.05 -0.007
H -0.252 5.026 -3.682 0.07 0.15 0.09 0.028
H -1.152 3.529 -3.448 -0.07 -0.03 -0.04 0.002
H -0.482 3.927 -5.024 -0.02 -0.06 -0.20 0.032
H 2.987 4.891 -3.724 -0.05 0.17 0.10 0.029
H 2.895 3.916 -5.172 0.00 -0.01 -0.27 0.028
H 3.786 3.331 -3.780 0.06 -0.16 0.10 0.025
H 1.065 0.562 -3.114 0.10 0.14 -0.43 -0.055
H 2.070 0.896 -4.537 0.22 -0.02 0.03 0.036
H 0.335 1.057 -4.644 -0.13 -0.04 0.04 0.022
C 4.932 0.388 0.609 0.15 -0.04 0.17 -0.081
C 3.842 0.187 1.435 0.00 0.03 0.08 -0.075
C 2.562 0.125 0.901 -0.12 0.10 0.21 -0.144
C 2.386 0.238 -0.467 0.09 0.18 -0.47 -0.360
C 3.472 0.467 -1.296 0.24 0.15 -0.02 -0.146
C 4.748 0.533 -0.756 -0.08 0.05 -0.15 -0.072
H 5.926 0.425 1.030 0.07 0.01 0.01 0.106
H 3.971 0.071 2.501 0.08 0.03 0.12 0.105
H 1.715 -0.041 1.556 0.04 -0.02 -0.03 0.057
H 3.349 0.584 -2.367 -0.05 -0.11 0.01 0.089
H 5.598 0.672 -1.408 0.07 0.06 -0.03 0.108
F -1.463 0.176 -2.957 0.02 -0.46 -0.23 -0.065
C -1.340 -0.669 -1.870 -1.37 0.68 -1.26 -0.756
F -2.326 -0.199 -1.038 -0.34 -0.51 0.17 -0.042
F -1.762 -1.867 -2.297 -0.07 -0.19 0.08 0.040
C 2.991 -3.302 -5.536 0.00 -0.08 -0.71 -0.088
O 2.814 -3.041 -4.154 0.31 -0.10 0.73 -0.195
C 1.721 -2.430 -3.762 -0.93 0.70 -1.20 -1.210
S 0.507 -1.898 -4.742 0.38 -0.35 0.28 0.774
S 1.596 -2.327 -2.046 -0.18 0.34 0.74 0.814
H 3.824 -3.993 -5.606 0.02 0.01 0.06 0.099
H 3.224 -2.377 -6.071 -0.07 -0.06 0.08 0.098
H 2.084 -3.737 -5.958 0.11 0.00 0.02 0.073
```
Forces are in eV/Å.

Its frontier orbital gap (alpha / beta) is 8.427 / 5.392 eV. The highest occupied orbital energy (alpha / beta) is -0.3939 / -0.3857 Eh. As for the spin multiplicity: 5. The energy above the lowest of the compared OMol25 structures with the same formula, charge and spin comes out at 1.3985 eV. The expectation value of S² is 6.0254. The calculation puts the total energy at -4225.45781 Ha. As for the charge: +1.

Entry 3:
DFT (ωB97M-V with the def2-TZVPD basis set) results for a cluster of 3 separate species, C25H54IN3O12P2S in total.

The geometry in XYZ format:
```
98
Properties=species:S:1:pos:R:3:forces:R:3:lowdin_charge:R:1
C -3.342 -2.377 2.482 -2.26 -0.70 -0.76 -0.025
C -4.488 -3.042 1.997 3.19 0.73 0.90 -0.141
C -4.432 -4.614 1.812 -1.17 1.39 0.59 -0.113
C -4.123 -5.123 0.329 0.55 -0.66 0.57 -0.361
C -2.818 -4.629 -0.437 -0.56 0.79 0.43 -0.103
C -2.820 -3.095 -0.869 0.54 0.74 -0.12 -0.181
C -1.998 -2.900 -2.234 -0.47 0.09 0.23 -0.180
C -0.612 -3.687 -2.296 -0.49 -0.01 -1.65 -0.223
N 0.452 -3.119 -1.399 0.55 -2.21 -0.23 -0.002
C 0.607 -3.900 -0.164 -1.26 1.56 2.68 -0.483
N 0.196 -3.338 0.949 0.66 -1.12 -2.07 0.112
N 1.197 -5.230 -0.070 -0.91 0.56 -0.13 0.079
O -5.340 -4.815 -0.433 0.47 -2.45 -0.69 -0.181
S -6.146 -6.205 -0.916 -2.16 0.18 -1.32 0.798
O -7.517 -5.981 -0.371 3.87 -1.21 -1.32 -0.273
O -6.017 -6.568 -2.368 0.06 1.38 4.29 -0.283
O -5.246 -7.339 -0.063 -0.10 2.03 -1.29 -0.195
C -4.065 -6.724 0.530 0.01 -0.17 3.00 -0.347
C -2.688 -7.496 0.326 -0.44 -0.16 -2.22 -0.577
I -2.684 -9.226 1.708 0.07 0.83 -0.25 0.862
C -2.504 -7.964 -1.225 0.41 -0.75 0.33 -0.266
C -2.547 -9.542 -1.441 -0.07 0.00 -1.41 -0.213
H -2.502 -2.915 3.037 -1.07 0.71 -1.30 0.074
H -3.270 -1.248 2.332 -0.17 -1.66 0.73 0.067
H -5.386 -2.410 1.731 1.16 -1.09 -0.18 0.110
H -5.481 -5.004 2.070 1.51 0.22 -0.50 0.141
H -3.722 -5.047 2.583 -0.56 0.52 -1.15 0.134
H -1.942 -4.793 0.282 -1.13 0.10 -1.18 0.114
H -2.712 -5.250 -1.392 -0.15 0.63 1.45 0.119
H -3.873 -2.661 -0.995 1.40 -0.84 0.08 0.122
H -2.324 -2.421 -0.086 -0.75 -1.25 -0.92 0.086
H -1.775 -1.791 -2.397 -0.22 -1.46 0.34 0.116
H -2.707 -3.188 -3.091 1.29 0.04 1.04 0.120
H -0.217 -3.549 -3.365 -0.63 -0.22 1.46 0.124
H -0.729 -4.824 -2.179 0.01 1.56 -0.02 0.105
H 1.328 -3.221 -1.940 -0.54 0.12 0.54 0.113
H -0.177 -2.401 0.731 0.50 -0.43 -0.02 0.041
H 0.545 -5.964 -0.397 0.55 0.70 -0.28 0.063
H 1.334 -5.455 0.929 -0.09 0.56 -0.68 0.085
H -4.276 -6.895 1.644 0.33 0.46 -1.54 0.094
H -1.766 -6.908 0.604 -1.51 -0.47 0.06 0.067
H -1.486 -7.584 -1.587 -1.37 -0.49 0.47 0.104
H -3.297 -7.515 -1.899 0.80 -0.35 1.02 0.104
H -2.509 -9.721 -2.576 -0.02 0.28 1.52 0.083
H -3.525 -10.027 -1.103 1.47 0.81 -0.21 0.066
H -1.639 -10.079 -1.021 -1.29 0.74 -0.27 0.053
O 0.752 1.047 4.806 -2.24 -3.62 -1.71 -0.221
P 0.706 1.254 3.287 4.56 8.23 0.43 0.754
O 2.340 1.528 3.166 0.00 -0.74 -0.11 -0.261
C 3.216 0.471 3.544 0.20 -0.24 0.24 -0.291
C 3.272 -0.618 2.487 0.32 -0.08 -0.21 -0.082
O 0.134 2.817 3.382 -0.99 -1.00 -0.36 -0.239
C -0.640 3.207 4.517 -0.01 0.21 0.56 -0.295
C 0.240 3.819 5.604 0.08 0.27 -0.31 -0.074
O 0.594 1.401 1.593 -2.07 -3.07 1.65 -0.268
C 1.298 2.411 0.867 0.89 0.36 -0.58 -0.268
C 2.632 1.918 0.327 0.40 0.05 0.19 -0.074
H 2.910 0.048 4.505 -0.08 0.13 -0.03 0.102
H 4.211 0.899 3.689 -0.13 0.14 -0.05 0.120
H 2.282 -0.850 2.086 0.02 -0.08 0.10 0.062
H 3.710 -1.532 2.896 -0.08 0.03 0.03 0.079
H 3.898 -0.306 1.648 -0.14 -0.04 -0.01 0.066
H -1.214 2.361 4.906 0.22 0.07 -0.04 0.101
H -1.378 3.947 4.184 0.23 -0.09 -0.19 0.116
H 1.173 3.270 5.739 -0.18 -0.21 0.02 0.070
H -0.289 3.865 6.555 -0.02 0.00 0.02 0.076
H 0.523 4.834 5.313 -0.05 -0.01 0.07 0.073
H 1.432 3.324 1.451 -0.13 -0.23 0.13 0.101
H 0.667 2.662 0.010 -0.27 -0.18 0.23 0.124
H 3.419 1.983 1.080 -0.13 -0.06 0.00 0.064
H 2.970 2.535 -0.510 -0.27 0.02 -0.06 0.074
H 2.573 0.877 -0.001 -0.14 0.13 -0.09 0.076
O 2.000 5.512 -1.808 -3.89 1.07 -1.95 -0.235
P 2.016 6.993 -2.206 8.31 1.48 3.20 0.751
O 3.415 6.901 -3.098 -0.73 0.02 -0.41 -0.251
C 3.424 6.038 -4.233 -0.01 -0.37 -0.20 -0.291
C 2.662 6.630 -5.407 0.19 0.14 -0.28 -0.082
O 2.594 7.532 -0.739 -1.29 0.12 -0.38 -0.236
C 2.355 6.749 0.431 0.16 -0.48 0.39 -0.289
C 3.513 5.794 0.703 0.21 0.35 0.04 -0.069
O 1.823 8.629 -2.642 -3.06 -2.47 -0.33 -0.260
C 2.918 9.548 -2.665 0.81 0.47 -0.42 -0.274
C 3.546 9.683 -4.044 0.31 -0.29 -0.16 -0.080
H 3.007 5.062 -3.970 0.01 0.09 0.14 0.101
H 4.467 5.873 -4.514 -0.02 0.12 0.17 0.121
H 1.725 7.098 -5.092 -0.02 -0.12 -0.01 0.071
H 2.440 5.862 -6.151 -0.02 0.00 0.08 0.078
H 3.258 7.399 -5.902 -0.13 0.03 0.05 0.068
H 1.408 6.206 0.350 0.21 0.03 -0.09 0.099
H 2.238 7.435 1.279 0.11 0.11 -0.28 0.118
H 3.885 5.320 -0.206 -0.28 -0.05 -0.04 0.071
H 3.223 5.022 1.416 0.00 -0.02 0.05 0.067
H 4.355 6.353 1.119 -0.04 -0.07 0.06 0.075
H 3.676 9.303 -1.919 -0.22 -0.18 -0.03 0.115
H 2.496 10.520 -2.397 -0.30 -0.24 0.14 0.121
H 4.275 8.893 -4.232 -0.14 -0.02 0.04 0.063
H 4.095 10.624 -4.132 -0.19 0.07 0.12 0.079
H 2.794 9.636 -4.834 -0.02 0.15 0.13 0.078
```
Forces are in eV/Å.

Its frontier orbital gap is 7.763 eV. The highest occupied orbital energy is -0.3537 Eh. Its SMILES is [H]/N=C(/N)NCCCC[C@@]1(CC=C)OS(=O)(=O)O[C@H]1[C@@H](I)CC.CCOP(=O)(OCC)OCC.CCOP(=O)(OCC)OCC. The calculation puts the total energy at -3430.45999 Ha. As for the charge: 0.